{"formula": "C6H11F3IN", "method": "ωB97M-V/def2-TZVPD", "species": ["I", "F", "F", "F", "N", "C", "C", "C", "C", "C", "C", "H", "H", "H", "H", "H", "H", "H", "H", "H", "H", "H"], "xyz": [[-3.3205, 0.2312, 0.5514], [2.0281, 2.0866, -1.5770], [0.5671, 3.0868, -0.1842], [2.5585, 2.6181, 0.4461], [-1.2913, -2.1281, 0.3473], [-2.1571, -1.5505, -0.3550], [1.5468, 2.1489, -0.2695], [0.6590, 0.9444, 1.7379], [-2.5368, -1.8999, -1.7140], [1.8982, -0.2557, 0.0621], [0.9659, 0.8737, 0.2809], [-1.6341, -2.4560, -2.2045], [2.0641, -0.4208, -1.0340], [-0.3183, 0.4667, 1.7265], [-2.9437, -1.0529, -2.3508], [-0.0284, 0.6167, -0.2995], [1.4922, 0.3688, 2.1962], [-3.4055, -2.5867, -1.7797], [2.8544, -0.0103, 0.5640], [1.5643, -1.2268, 0.4881], [0.6088, 1.9032, 2.0792], [-1.1718, -1.7572, 1.2885]], "relative_energy_kj_mol": 0.00, "lumo_energy_ev": -0.148, "smiles": "CC(C)C(F)(F)F.[H]/N=C(/C)I", "homo_ha": -0.361, "gap_ev": 9.68}

---

{"formula": "C4H4Cl2", "method": "ωB97M-V/def2-TZVPD", "species": ["Cl", "Cl", "C", "C", "C", "C", "H", "H", "H", "H"], "xyz": [[-0.3446, -2.1548, -1.5855], [-1.6447, -1.2863, 1.8549], [0.6029, 0.4112, -0.7297], [-0.2240, -0.8338, -0.5363], [-0.6790, -0.4075, 0.6672], [0.1370, 0.7529, 0.7282], [1.6527, 0.0831, -1.0175], [0.1703, 0.9903, -1.5132], [-0.5477, 1.6472, 0.7518], [0.8769, 0.7977, 1.3799]], "relative_energy_kj_mol": 85.87, "lumo_energy_ev": 0.957, "smiles": "ClC1=C(Cl)CC1", "homo_ha": -0.331, "gap_ev": 9.98}